The following is a quantum chemistry calculation of 3 unconnected molecules or ions with the total composition C11H22N2O9P, from the OMol25 dataset.

Positions of all 45 atoms, in Å:
O -6.32 -0.11 0.48
P -4.87 -0.17 0.37
O -4.24 1.12 -0.30
O -4.21 -1.41 -0.34
C -4.18 -0.19 2.03
C -3.13 -0.76 2.66
N -3.17 -0.36 3.97
C -4.22 0.44 4.16
N -4.84 0.54 3.00
H -3.40 1.00 -0.76
H -4.79 -1.73 -1.06
H -2.37 -1.41 2.26
H -2.52 -0.61 4.70
H -4.53 0.90 5.08
H -5.71 1.05 2.82
C 1.43 4.37 -2.85
C 0.20 4.36 -1.96
O -0.60 3.17 -2.18
C -0.16 2.07 -1.59
O 0.79 1.96 -0.86
O -0.98 1.06 -1.93
C -0.57 -0.22 -1.44
H 1.15 4.25 -3.89
H 1.95 5.31 -2.73
H 2.11 3.56 -2.58
H -0.47 5.18 -2.21
H 0.46 4.43 -0.91
H -0.39 -0.18 -0.37
H 0.34 -0.57 -1.94
H -1.39 -0.90 -1.67
C 3.13 -0.21 -0.36
C 4.37 -0.68 0.35
O 4.18 -1.96 0.98
C 4.24 -3.01 0.15
O 4.44 -2.97 -1.04
O 4.00 -4.11 0.86
C 4.00 -5.32 0.09
H 2.27 -0.20 0.32
H 3.26 0.81 -0.74
H 2.89 -0.86 -1.20
H 4.62 -0.01 1.18
H 5.23 -0.73 -0.32
H 4.92 -5.41 -0.49
H 3.15 -5.34 -0.58
H 3.93 -6.13 0.81

Output
charge = +1
gap between HOMO and LUMO = 9.06 eV
highest occupied orbital energy = -12.42 eV

The following is a quantum chemistry calculation of a molecular structure, C2H2S3 at a distorted geometry, from the OMol25 dataset.

Positions of all 7 atoms, in Å:
C 3.04 0.79 -0.65
C -0.26 -0.68 0.35
S 4.24 0.42 0.26
S 0.48 -2.05 -0.20
S 0.32 0.92 0.06
H -1.36 -0.73 0.75
H 1.73 0.59 -0.20

Output
energy above the lowest of the compared OMol25 structures with the same formula, charge and spin = 286.75 kJ/mol
gap between HOMO and LUMO = 7.07 eV
highest occupied orbital energy = -8.59 eV

The following is a quantum chemistry calculation of C3H4O3 in the gas phase, from the OMol25 dataset.

Positions of all 10 atoms, in Å:
O 1.58 0.22 1.36
C 0.81 -0.38 0.67
C 0.19 0.17 -0.60
O -0.03 -0.85 -1.55
C -1.04 0.86 0.17
O -1.96 0.21 0.58
H 0.33 -1.34 0.98
H 0.82 0.91 -1.10
H -0.07 -1.73 -1.15
H -0.94 1.92 0.54

Output
energy above the lowest of the compared OMol25 structures with the same formula, charge and spin = 209.86 kJ/mol
SMILES string = O=CC(O)C=O
gap between HOMO and LUMO = 9.90 eV
highest occupied orbital energy = -9.92 eV

The following is a quantum chemistry calculation of 2 unconnected molecules or ions with the total composition C2H3ClF2O at a distorted geometry, from the OMol25 dataset.

Positions of all 9 atoms, in Å:
C -0.13 0.05 0.07
C -2.87 -0.63 -0.18
O -1.27 0.43 0.69
F -2.52 -0.69 -1.42
F -4.10 -0.03 0.02
Cl -2.79 -2.12 0.56
H -0.27 0.35 -0.93
H -0.03 -1.09 0.31
H 0.54 0.71 0.61

Output
energy above the lowest of the compared OMol25 structures with the same formula, charge and spin = 348.56 kJ/mol
gap between HOMO and LUMO (spin up / spin down) = 9.26 / 9.27 eV
highest occupied orbital energy (spin up / spin down) = -9.83 / -9.84 eV